Below is a structure of composition C58H32F5I4N4O5SeTa at a distorted geometry, with properties calculated with ωB97M-V/def2-TZVPD.

Computed properties:
Relative energy (zero: lowest compared OMol25 entry of this formula, charge and spin) in kJ/mol: 139.8
Orbital gap (spin up / spin down) in Eh: 0.121 / 0.121
E_LUMO (spin up / spin down) in eV: -2.56 / -2.56
E_tot in a.u.: -6973.2650
HOMO energy (spin up / spin down) in hartree: -0.2147 / -0.2147

Element x y z (Å)
C: 3.729 0.981 0.717
N: 2.227 -0.715 -0.270
C: -2.429 6.410 3.191
H: -0.400 5.803 0.570
H: -4.820 -1.236 -5.587
I: -3.461 8.003 4.121
C: 5.831 2.358 0.722
H: 5.515 -0.756 -0.693
H: -1.696 -1.851 -4.375
C: -2.640 0.645 -3.841
C: -1.710 0.504 -2.699
C: 2.946 2.968 2.038
C: -2.462 1.540 -4.821
C: -0.520 3.171 1.199
C: 7.078 0.461 2.324
I: -5.541 0.810 -7.868
H: 1.770 -3.457 4.608
C: 2.261 -2.726 3.968
H: 7.561 -0.270 2.955
C: -1.124 -1.815 -3.469
H: -3.102 2.343 -6.724
C: 5.772 0.273 1.912
F: -4.977 1.700 -2.800
Ta: 0.228 -0.049 0.356
C: -2.502 2.690 -1.735
H: 4.266 -2.898 -1.673
I: 2.241 -9.097 -0.206
H: 1.509 -3.012 1.888
C: 4.469 -0.982 -0.633
C: -0.369 -2.820 -2.945
H: -0.224 -3.803 -3.350
H: 1.498 4.430 2.791
H: -0.460 -2.923 3.830
H: -3.142 4.942 4.578
H: -0.189 -0.840 4.995
F: -8.046 -2.563 -2.701
H: 3.552 -4.117 -0.042
C: -4.727 -0.255 -5.110
C: 1.589 -4.277 -0.924
H: 3.218 -3.140 3.648
C: -2.247 3.366 -0.584
H: -3.633 -1.217 -3.440
C: 0.541 -5.193 -1.127
C: -0.057 -2.132 3.195
H: -1.605 2.194 -4.801
C: -3.343 1.620 -5.962
C: 1.729 3.541 2.236
H: 1.824 0.594 3.741
I: 9.748 1.896 2.561
C: -1.217 2.657 0.100
C: 2.424 -1.348 4.642
N: -0.077 -0.982 -1.616
C: 1.929 -7.023 -0.450
C: 1.570 -0.466 3.719
C: -5.322 -0.360 -1.717
N: 1.407 1.706 0.887
C: -5.973 0.088 -4.245
C: 0.711 -6.543 -0.904
C: -3.858 -0.222 -3.826
H: -1.559 7.664 1.685
C: -1.682 1.518 -1.731
O: 1.819 -1.026 2.429
C: -0.970 -1.953 1.972
O: -0.646 0.459 2.023
C: 0.303 -2.284 -1.808
C: -1.002 5.614 1.448
H: 3.897 3.301 2.409
C: -1.890 4.084 3.072
C: 5.133 1.220 1.115
C: 3.832 -2.097 -1.109
C: -5.059 0.346 -3.014
H: 5.347 3.091 0.093
H: -1.978 3.084 3.468
C: -4.367 0.780 -6.119
C: 0.784 2.774 1.485
H: -3.200 2.970 -2.496
Se: -4.107 -0.103 -0.311
C: 2.456 -1.939 -0.820
H: -0.106 -7.226 -1.081
O: -2.166 -1.859 2.076
C: 7.756 1.599 1.920
C: 2.945 -6.136 -0.131
N: -0.881 1.524 -0.605
H: 5.231 -0.610 2.219
H: -0.430 -4.839 -1.430
H: 3.463 -1.018 4.620
H: -2.692 4.284 -0.253
C: 2.766 -4.788 -0.345
C: -1.653 6.662 2.074
H: 7.686 3.423 0.796
H: 2.072 -1.332 5.671
C: -0.756 0.359 3.310
O: -0.340 -1.843 0.840
C: 3.474 -0.155 -0.058
F: -6.629 1.220 -4.668
C: -7.150 -1.578 -2.838
C: -6.368 -1.224 -1.682
C: 1.415 -2.861 -1.156
C: -1.132 4.315 1.927
H: 3.875 -6.492 0.286
C: 0.070 -0.777 3.939
C: -2.542 5.130 3.701
F: -6.661 -1.898 -0.555
C: 1.397 -2.358 2.752
C: 7.145 2.545 1.115
O: -1.363 1.131 4.010
F: -7.608 -1.426 -5.146
C: 2.743 1.832 1.194
C: -0.990 -0.687 -2.602
C: -6.947 -1.019 -4.044

=====

Below is a structure of composition C58H40BiF5N3O2P2S2 at a distorted geometry, with properties calculated with ωB97M-V/def2-TZVPD.

Computed properties:
Relative energy (zero: lowest compared OMol25 entry of this formula, charge and spin) in kJ/mol: 322.4
Total charge: +1
Orbital gap in Eh: 0.224
E_LUMO in eV: -3.55
E_tot in a.u.: -4741.6464
HOMO energy in hartree: -0.3544

Element x y z (Å)
C: 0.296 -0.236 -4.348
N: 3.397 -1.153 1.775
C: 0.296 -5.064 1.462
P: -2.465 0.317 1.623
C: -2.343 0.565 -3.864
H: 3.787 0.772 -0.668
H: 2.640 4.602 -3.528
H: 1.143 2.655 -3.571
F: 4.248 4.062 2.802
H: 4.886 -2.320 0.030
C: -5.496 0.979 -1.873
C: -0.512 -6.736 -0.108
H: -3.731 0.341 4.382
C: -0.916 -3.040 -0.004
N: -0.254 -2.782 1.111
F: 3.107 1.961 1.672
O: -1.908 0.177 -1.470
C: 4.129 -3.476 -2.736
C: 2.316 -2.433 -1.466
H: 7.502 -2.576 0.102
C: -4.284 1.961 -4.338
C: -1.481 0.364 -2.819
S: 1.328 -0.494 3.438
C: 0.350 -3.733 1.842
H: -4.533 -1.663 0.855
C: -4.529 -0.508 -4.318
C: 7.518 -1.563 2.005
H: -5.249 0.949 1.533
C: -3.267 0.434 -1.169
H: 2.951 -4.559 -1.402
C: 5.463 -0.638 2.905
H: -1.658 -1.023 4.131
H: -2.146 -3.277 4.947
H: 1.252 -0.680 -4.520
H: -2.005 3.049 1.488
H: -2.614 0.626 -5.973
C: 4.326 -2.220 -3.345
C: -2.859 3.603 4.744
H: -2.079 4.959 3.202
C: 3.044 -3.557 -1.878
O: 0.535 2.289 0.467
H: -5.309 -3.765 1.952
C: -0.928 -4.352 -0.489
C: 3.496 -1.133 -3.030
C: -3.306 2.325 5.062
C: -3.845 0.675 -3.685
C: 2.347 1.499 -2.058
H: -3.587 2.126 6.138
C: -2.431 2.857 2.506
C: 0.439 4.467 1.332
C: 4.076 2.866 -0.991
H: -4.355 1.864 -5.418
C: 2.961 -0.545 2.879
F: -0.633 4.781 0.555
C: -5.877 1.057 -0.520
N: -0.811 -7.830 -0.376
C: 2.967 4.148 2.428
C: -4.059 -1.970 1.822
C: -4.499 -3.181 2.445
C: 5.481 -1.860 0.760
C: 2.014 2.622 -2.892
C: -2.802 1.559 2.813
C: 6.835 -0.951 3.065
C: -4.209 0.638 -2.186
H: -4.302 -0.672 -5.368
C: -2.787 -2.878 4.167
C: -1.886 0.322 -5.209
C: 2.461 -1.223 -2.116
H: -0.318 -0.451 -6.407
H: -6.866 1.337 -0.242
H: 5.037 -2.066 -4.130
H: -1.409 -2.237 -0.512
F: 2.551 6.161 3.684
H: 0.743 -5.836 2.091
H: -3.493 2.721 -4.266
C: -0.050 0.165 -3.057
C: -4.904 0.950 0.464
Bi: 0.348 -0.150 1.112
H: -1.397 -4.635 -1.459
C: -3.425 1.322 4.090
P: 1.306 0.098 -1.780
C: 3.829 3.898 -1.848
H: 0.902 -3.474 2.731
C: 1.077 3.227 1.111
C: -3.552 0.559 0.201
C: -2.455 3.944 3.432
H: -6.183 1.259 -2.712
H: 7.353 -0.627 3.963
H: 1.646 -2.551 -0.595
H: 4.650 2.934 -0.070
H: 4.711 -4.383 -2.937
C: 6.889 -2.040 0.820
C: 0.890 5.452 2.139
H: 4.390 4.818 -1.729
C: -3.055 -1.209 2.412
C: 2.830 3.752 -2.848
H: -4.083 -4.591 3.927
C: 2.342 3.118 1.810
C: 2.160 5.254 2.742
F: 0.171 6.522 2.524
H: -2.706 4.266 5.596
H: -4.214 -1.537 -3.882
C: -2.434 -1.625 3.615
C: -3.835 -3.591 3.583
C: 4.793 -1.255 1.781
H: 8.597 -1.758 2.131
C: 3.454 1.644 -1.184
S: 4.234 0.018 3.914
H: -5.637 -0.428 -4.149
C: -0.340 -5.366 0.268
C: -0.623 -0.170 -5.403
H: 3.680 -0.214 -3.698
H: -5.238 2.396 -3.936

=====

Question: What is the relative energy (zero: lowest compared OMol25 entry of this formula, charge and spin) in the first record?
Answer: 139.8 kJ/mol